Record 1
A 3-piece molecular cluster, C5H7NO overall. Source: OMol25; level of theory: ωB97M-V with the def2-TZVPD basis set.

Its total charge is 0. For the HOMO-LUMO gap, the calculation gives 0.350 Ha.

```
14
Properties=species:S:1:pos:R:3:lowdin_charge:R:1
C 0.2701 -1.4278 -1.3300 -0.04
C -0.0363 -0.4075 -0.2770 -0.29
C -1.2510 0.2742 -0.1103 -0.14
N -1.2109 1.2502 0.8198 0.04
C -0.0636 0.8192 1.6416 -0.51
O 0.0399 0.9350 2.8225 0.15
C 0.8584 0.2190 0.6069 -0.04
H -0.6534 -1.8665 -1.7204 0.08
H 0.8959 -2.2363 -0.9393 0.08
H 0.8054 -0.9718 -2.1719 0.09
H -2.1184 0.1776 -0.7602 0.13
H -0.1208 2.0631 0.2212 0.17
H 1.8741 -0.0958 0.8268 0.13
H 0.7845 1.6567 0.1095 0.16
```

***

Record 2
C5H7NO in the gas phase. Source: OMol25; level of theory: ωB97M-V with the def2-TZVPD basis set.

Its total charge is 0. For the HOMO-LUMO gap, the calculation gives 0.381 Ha. The SMILES is C[C@H]1CC=NC1=O.

```
14
Properties=species:S:1:pos:R:3:lowdin_charge:R:1
C -1.4000 -0.9942 0.2351 -0.06
C -0.0998 -0.2408 0.5512 -0.28
C 1.0096 -0.3778 -0.5043 -0.12
C 1.2090 1.0600 -0.9470 -0.11
N 0.3736 1.9219 -0.5092 0.14
C -0.2251 1.2900 0.6431 -0.43
O -0.5385 1.9173 1.6180 0.11
H -2.1656 -0.7896 0.9897 0.08
H -1.2334 -2.0793 0.2352 0.08
H -1.8072 -0.7263 -0.7462 0.08
H 0.2407 -0.5529 1.5431 0.14
H 1.9112 -0.8858 -0.1393 0.12
H 0.6755 -0.9205 -1.3984 0.12
H 2.0500 1.3779 -1.5710 0.12
```

***

Record 3
C5H7NO in the gas phase. Source: OMol25; level of theory: ωB97M-V with the def2-TZVPD basis set.

Its total charge is 0. For the HOMO-LUMO gap (spin up / spin down), the calculation gives 0.279 / 0.279 Ha.

```
14
Properties=species:S:1:pos:R:3:lowdin_charge:R:1
C -1.5575 -0.3708 0.3331 -0.08
C -0.7236 0.5491 -0.5526 -0.26
C 0.4843 1.3651 -0.1373 -0.09
O 1.7083 0.5698 0.0807 -0.01
C 1.5007 -0.5900 0.6596 -0.16
N 0.4616 -1.3446 0.4412 0.04
C -0.5223 -0.9289 -0.5609 -0.34
H -0.3170 -1.3570 1.2595 0.17
H -2.6064 -0.4277 0.0380 0.05
H -1.2017 0.9683 -1.4404 0.13
H 0.3381 1.8970 0.8053 0.13
H 0.7755 2.0760 -0.9112 0.12
H 2.2156 -0.8554 1.4376 0.15
H -0.5559 -1.5508 -1.4524 0.14
```

***

Record 4
C5H7NO as an isolated structure at a distorted geometry. Source: OMol25; level of theory: ωB97M-V with the def2-TZVPD basis set.

Its total charge is 0. For the HOMO-LUMO gap, the calculation gives 0.339 Ha.

```
14
Properties=species:S:1:pos:R:3:lowdin_charge:R:1
C -1.0226 -1.2976 0.2032 -0.06
C -0.5642 0.1647 0.1445 -0.40
C 0.7707 0.3625 -0.5879 -0.14
C 1.9517 0.2855 0.2190 -0.23
O 2.0895 1.3271 0.9234 0.02
C -1.6041 0.9816 -0.5114 -0.21
N -2.4355 1.5982 -1.0287 0.15
H -1.9843 -1.3955 0.7167 0.09
H -0.2744 -1.8920 0.7370 0.08
H -1.1280 -1.7008 -0.8089 0.09
H -0.4646 0.5512 1.1666 0.14
H 0.7816 -0.1737 -1.5511 0.11
H 1.1486 1.6575 0.1139 0.23
H 2.7356 -0.4688 0.2637 0.13
```

***

Record 5
C5H7NO in the gas phase. Source: OMol25; level of theory: ωB97M-V with the def2-TZVPD basis set.

Its total charge is 0. For the HOMO-LUMO gap, the calculation gives 0.315 Ha.

```
14
Properties=species:S:1:pos:R:3:lowdin_charge:R:1
C -2.4150 0.2959 -0.0824 -0.08
C -0.6691 0.2758 0.1260 -0.25
C -0.0409 -0.8859 0.0009 -0.14
O 1.3255 -1.0065 -0.2030 -0.09
C 2.0860 0.0481 0.1702 -0.15
N 3.3304 -0.2418 -0.2086 0.07
C -1.1549 1.5146 0.0813 0.00
H -3.1149 0.9897 0.3883 0.09
H -2.5262 -0.6374 0.4933 0.10
H -2.6569 0.1484 -1.1318 0.09
H -0.5424 -1.8439 0.0303 0.12
H 3.5857 -1.0953 -0.6998 0.10
H 4.0599 0.4240 -0.0142 0.09
H -1.2673 2.0141 1.0494 0.07
```

***

Record 6
C5H7NO in the gas phase. Source: OMol25; level of theory: ωB97M-V with the def2-TZVPD basis set.

Its total charge is 0. For the HOMO-LUMO gap, the calculation gives 0.364 Ha. The SMILES is C=C=NCC(=C)O.

```
14
Properties=species:S:1:pos:R:3:lowdin_charge:R:1
C 2.0993 -0.5502 -1.1548 0.02
C 1.6052 -0.3846 0.0457 -0.21
N 1.1686 -0.2118 1.1791 0.08
C -0.2842 -0.0414 1.3754 -0.15
C -1.0031 0.4407 0.1438 -0.43
C -1.9521 -0.2432 -0.4886 0.07
O -0.5966 1.6595 -0.3247 0.03
H 2.1904 -1.5433 -1.5775 0.06
H 2.3725 0.3114 -1.7523 0.06
H -0.6947 -0.9963 1.7152 0.12
H -0.4113 0.6765 2.1945 0.12
H -2.4137 0.1557 -1.3857 0.07
H -2.2782 -1.2091 -0.1201 0.06
H 0.1979 1.9363 0.1501 0.10
```

***

Record 7
C5H7NO as an isolated structure at a distorted geometry. Source: OMol25; level of theory: ωB97M-V with the def2-TZVPD basis set.

Its total charge is 0. For the HOMO-LUMO gap, the calculation gives 0.380 Ha.

```
14
Properties=species:S:1:pos:R:3:lowdin_charge:R:1
O 1.7875 -0.7848 -0.8586 -0.01
C 1.1704 -0.2837 0.3026 -0.31
C 0.5388 1.1025 0.3637 -0.09
C -0.8311 0.9757 -0.2029 -0.21
C -1.0742 -0.4848 -0.5965 -0.08
C -0.2382 -0.7947 0.6380 -0.21
N -0.6683 0.5437 1.1860 0.05
H 1.4770 -0.3026 -1.6339 0.09
H 1.8944 -0.3937 1.1091 0.15
H 0.6508 1.7011 1.2503 0.13
H -1.4103 1.8420 -0.5065 0.13
H -0.7563 -0.8898 -1.5559 0.10
H -2.1234 -0.7139 -0.3937 0.12
H -0.3845 -1.6604 1.2782 0.14
```

***

Record 8
C5H7NO in the gas phase. Source: OMol25; level of theory: ωB97M-V with the def2-TZVPD basis set.

Its total charge is 0. For the HOMO-LUMO gap, the calculation gives 0.386 Ha. The SMILES is C[C@]12N[C@H]1CC2=O.

```
14
Properties=species:S:1:pos:R:3:lowdin_charge:R:1
C -1.9601 -0.0441 0.1677 -0.01
C -0.4629 -0.0699 -0.0040 -0.35
N 0.2021 -1.0391 0.8687 0.09
C 0.7293 0.2943 0.8678 -0.21
C 1.6877 0.4191 -0.3129 -0.04
C 0.4449 0.1632 -1.2039 -0.32
O 0.2677 0.2749 -2.3863 0.11
H -2.4964 0.3095 -0.7153 0.08
H -2.2575 0.5555 1.0337 0.08
H -2.2680 -1.0735 0.3727 0.08
H 0.7698 -1.7006 0.3459 0.11
H 0.7306 0.8749 1.7846 0.14
H 2.4624 -0.3569 -0.3212 0.11
H 2.1504 1.3928 -0.4972 0.12
```

***

Record 9
C5H7NO in the gas phase at a distorted geometry. Source: OMol25; level of theory: ωB97M-V with the def2-TZVPD basis set.

Its total charge is 0. For the HOMO-LUMO gap, the calculation gives 0.345 Ha. The SMILES is OCC#C[C@H]1CN1.

```
14
Properties=species:S:1:pos:R:3:lowdin_charge:R:1
O -1.2339 -2.2728 1.8685 -0.06
C -1.7062 -1.1562 1.1434 -0.28
C -0.5992 -0.5486 0.4330 -0.01
C 0.4906 -0.3161 -0.0382 0.00
C 1.2572 0.3275 -1.0604 -0.34
C 0.7304 1.7191 -0.9431 -0.15
N 2.1660 1.4539 -1.1346 0.05
H -0.6698 -2.7689 1.2605 0.09
H -2.4979 -1.4219 0.4264 0.12
H -2.1304 -0.4555 1.8665 0.12
H 1.1636 -0.1257 -2.0479 0.14
H 0.5508 2.1477 0.0382 0.11
H -0.1168 1.8100 -1.5904 0.11
H 2.5956 1.6075 -0.2218 0.10
```

***

Record 10
C5H7NO in the gas phase. Source: OMol25; level of theory: ωB97M-V with the def2-TZVPD basis set.

Its total charge is 0. For the HOMO-LUMO gap, the calculation gives 0.371 Ha. The SMILES is [H]/N=C\OC=C1CC1.

```
14
Properties=species:S:1:pos:R:3:lowdin_charge:R:1
H -0.3481 1.0732 1.6386 0.06
N -1.3198 1.1826 1.3433 0.13
C -1.3630 1.6014 0.1574 -0.29
O -0.3172 1.9072 -0.6732 -0.04
C 0.7097 0.9901 -0.8037 -0.08
C 0.6493 -0.2494 -0.3585 -0.24
C -0.1841 -1.2659 0.3051 -0.12
C 1.1709 -1.6144 -0.2933 -0.09
H -2.3066 1.7895 -0.3463 0.12
H 1.5228 1.4362 -1.3684 0.13
H -1.1018 -1.5899 -0.1855 0.11
H -0.2850 -1.2421 1.3912 0.10
H 1.9793 -1.8187 0.4028 0.10
H 1.1936 -2.1998 -1.2094 0.10
```

***

Record 11
A 2-piece molecular cluster, C5H7NO overall at a distorted geometry. Source: OMol25; level of theory: ωB97M-V with the def2-TZVPD basis set.

Its total charge is 0. For the HOMO-LUMO gap, the calculation gives 0.357 Ha. The SMILES is CC(=O)C#N.C=C.

```
14
Properties=species:S:1:pos:R:3:lowdin_charge:R:1
C -0.5636 -1.0223 -1.1057 -0.02
C -0.3513 -0.7698 0.5321 -0.50
O -1.3309 -0.9102 1.2394 0.06
C 0.9465 -1.3653 0.8270 -0.18
N 1.9931 -1.7752 1.0622 0.19
H 0.2179 -0.5920 -1.7316 0.07
H -0.4658 -2.1030 -1.1617 0.07
H -1.5585 -0.7165 -1.4169 0.08
C 0.3797 1.3434 0.9217 -0.07
C -0.0297 1.6021 -0.3449 -0.02
H 1.4349 1.3357 1.1545 0.08
H -0.2685 1.5132 1.7685 0.09
H -1.0664 1.8042 -0.5694 0.08
H 0.6625 1.6559 -1.1751 0.08
```

***

Record 12
C5H7NO in the gas phase. Source: OMol25; level of theory: ωB97M-V with the def2-TZVPD basis set.

Its total charge is 0. For the HOMO-LUMO gap, the calculation gives 0.393 Ha. The SMILES is C#CCCNC=O.

```
14
Properties=species:S:1:pos:R:3:lowdin_charge:R:1
C 2.5461 1.2286 0.0571 0.11
C 1.8843 0.2438 -0.1476 -0.16
C 1.0262 -0.9207 -0.3918 -0.19
C -0.3289 -0.8009 0.3106 -0.20
N -0.9780 0.4534 -0.0113 0.02
C -2.3314 0.5634 0.0260 -0.37
O -3.0959 -0.3644 0.2044 0.01
H 3.1591 2.0824 0.2443 0.03
H 1.5272 -1.8256 -0.0320 0.12
H 0.8727 -1.0398 -1.4698 0.12
H -0.9941 -1.6060 -0.0131 0.12
H -0.1974 -0.9033 1.3962 0.13
H -0.4096 1.2904 -0.0340 0.12
H -2.6802 1.5989 -0.1391 0.13
```

***

Record 13
C5H7NO in the gas phase at a distorted geometry. Source: OMol25; level of theory: ωB97M-V with the def2-TZVPD basis set.

Its total charge is 0. For the HOMO-LUMO gap, the calculation gives 0.308 Ha. The SMILES is Cn1cccc1O.

```
14
Properties=species:S:1:pos:R:3:lowdin_charge:R:1
C 0.1698 1.7726 -0.6845 -0.02
N -0.1524 0.4539 -0.1963 -0.17
C -1.2541 -0.2789 -0.7776 -0.12
C -1.0175 -1.5973 -0.3330 -0.10
C 0.1261 -1.6346 0.4805 -0.04
C 0.5853 -0.3220 0.5805 -0.37
O 1.5720 0.2672 1.2887 0.10
H 0.9895 1.6476 -1.3958 0.10
H 0.4681 2.4436 0.1205 0.09
H -0.6946 2.1737 -1.2246 0.09
H -1.7619 0.4317 -0.0708 0.14
H -1.6200 -2.4697 -0.5800 0.09
H 0.5577 -2.4851 0.9893 0.10
H 2.0319 -0.4028 1.8030 0.12
```

***

Record 14
C5H7NO in the gas phase. Source: OMol25; level of theory: ωB97M-V with the def2-TZVPD basis set.

Its total charge is 0. For the HOMO-LUMO gap, the calculation gives 0.354 Ha. The SMILES is [H]/N=C1\C=C(C)OC1.

```
14
Properties=species:S:1:pos:R:3:lowdin_charge:R:1
H -2.7577 -1.7884 -0.1560 0.04
N -2.6591 -0.7797 -0.0583 0.12
C -1.4551 -0.3616 -0.1044 -0.37
C -0.1054 -0.9256 -0.2434 0.02
C 0.7757 0.0682 0.0104 -0.34
C 2.2689 0.0444 0.0755 0.00
O 0.2137 1.2690 0.2708 -0.02
C -1.2022 1.1197 0.1004 -0.10
H 0.1805 -1.9550 -0.4196 0.11
H 2.7135 0.8022 -0.5797 0.09
H 2.6497 -0.9344 -0.2210 0.08
H 2.6110 0.2598 1.0935 0.09
H -1.7155 1.4715 0.9991 0.13
H -1.5180 1.7098 -0.7674 0.14
```

***

Record 15
C5H7NO as an isolated structure. Source: OMol25; level of theory: ωB97M-V with the def2-TZVPD basis set.

Its total charge is 0. For the HOMO-LUMO gap, the calculation gives 0.375 Ha.

```
14
Properties=species:S:1:pos:R:3:lowdin_charge:R:1
O 2.1876 -1.0719 -0.5324 0.02
C 1.9162 0.1081 0.0983 -0.37
C 1.0908 0.0639 1.3576 0.05
C 0.3707 0.6643 0.4273 -0.19
C -1.0013 0.8034 -0.1061 -0.30
C -1.6975 -0.4502 -0.5111 -0.13
N -2.0663 0.2393 0.7129 0.04
H 1.8012 -1.7680 0.0237 0.11
H 2.7262 0.8320 0.0149 0.15
H 1.1293 0.8473 -0.6514 0.18
H -1.2418 1.7403 -0.6037 0.13
H -1.1237 -1.3731 -0.4498 0.11
H -2.4409 -0.4196 -1.3034 0.10
H -1.6504 -0.2158 1.5230 0.09
```

***

Record 16
C5H7NO in the gas phase. Source: OMol25; level of theory: ωB97M-V with the def2-TZVPD basis set.

Its total charge is 0. For the HOMO-LUMO gap, the calculation gives 0.388 Ha. The SMILES is [H]/N=C1/CC=CCO1.

```
14
Properties=species:S:1:pos:R:3:lowdin_charge:R:1
H 0.2371 2.6087 1.4983 0.06
N 0.9202 1.8532 1.4171 0.15
C 0.5178 1.0250 0.5506 -0.45
C 1.3345 -0.1893 0.1927 -0.11
C 0.4712 -1.3604 -0.1798 -0.09
C -0.7967 -1.1901 -0.5328 -0.08
C -1.4380 0.1615 -0.5966 -0.17
O -0.6163 1.2478 -0.1736 -0.03
H 1.9876 -0.4159 1.0386 0.12
H 1.9920 0.0741 -0.6486 0.13
H 0.9135 -2.3534 -0.1571 0.11
H -1.4321 -2.0310 -0.8026 0.11
H -2.3479 0.1786 0.0182 0.13
H -1.7428 0.3911 -1.6243 0.13
```

***

Record 17
C5H7NO in the gas phase at a distorted geometry. Source: OMol25; level of theory: ωB97M-V with the def2-TZVPD basis set.

Its total charge is 0. For the HOMO-LUMO gap, the calculation gives 0.403 Ha. The SMILES is C[C@H](C#N)CC=O.

```
14
Properties=species:S:1:pos:R:3:lowdin_charge:R:1
C -1.4796 -1.1565 0.0642 -0.06
C -0.4938 -0.0207 0.3658 -0.36
C -0.9932 1.2526 -0.1814 -0.20
N -1.3835 2.2609 -0.5932 0.16
C 0.9213 -0.3365 -0.1693 -0.13
C 1.8406 0.8695 -0.0751 -0.26
O 2.1253 1.3511 0.9930 0.06
H -2.4736 -0.9441 0.4698 0.09
H -1.1186 -2.0870 0.5126 0.08
H -1.5719 -1.3024 -1.0175 0.09
H -0.4149 0.1271 1.4498 0.15
H 1.3327 -1.1295 0.4631 0.13
H 0.8726 -0.7202 -1.1916 0.12
H 2.2201 1.3155 -1.0196 0.13
```

***

Record 18
C5H7NO in the gas phase. Source: OMol25; level of theory: ωB97M-V with the def2-TZVPD basis set.

Its total charge is 0. For the HOMO-LUMO gap, the calculation gives 0.394 Ha. The SMILES is C#CCCNC=O.

```
14
Properties=species:S:1:pos:R:3:lowdin_charge:R:1
C 2.5663 1.1826 -0.2307 0.11
C 1.8309 0.2353 -0.3504 -0.16
C 0.8899 -0.8842 -0.4658 -0.19
C -0.2565 -0.7707 0.5488 -0.19
N -0.9867 0.4704 0.4128 0.02
C -2.2685 0.5116 -0.0368 -0.36
O -2.9473 -0.4616 -0.3001 0.01
H 3.2402 2.0058 -0.1370 0.02
H 1.4206 -1.8305 -0.3073 0.12
H 0.4755 -0.9100 -1.4802 0.12
H -0.9782 -1.5744 0.3866 0.12
H 0.1402 -0.8579 1.5666 0.12
H -0.4797 1.3367 0.5226 0.13
H -2.6467 1.5469 -0.1291 0.13
```

***

For each record above, in turn, the calculated molecular weight values are 97.12; 97.12; 97.12; 97.12; 97.12; 97.12; 97.12; 97.12; 97.12; 97.12; 97.12; 97.12; 97.12; 97.12; 97.12; 97.12; 97.12; 97.12 u.
For each record above, in turn, the calculated relative energy (zero: lowest compared OMol25 entry of this formula, charge and spin) values are 3.906; 0.617; 5.324; 3.883; 6.581; 2.327; 4.200; 2.085; 5.170; 2.874; 3.341; 1.708; 3.022; 0.927; 6.468; 1.024; 0.841; 1.688 eV.